Entry 1:
121
Properties=species:S:1:pos:R:3:forces:R:3:mulliken_charge:R:1 method="wB97M-V/def2-TZVPD" e_lumo_ev=0.20 e_homo_ev=-9.333 homo_lumo_gap_ev=9.54
C -2.512 -4.383 3.055 0.1419 0.1622 -0.8729 -1.324
C -3.427 -4.460 1.780 1.0968 0.1553 1.1021 0.049
C -2.531 -4.708 0.565 -0.1965 -0.3928 -0.5134 -0.391
C -3.225 -4.920 -0.806 -0.5719 -0.0229 0.3168 0.742
C -4.469 -5.846 -0.628 0.5244 0.1973 0.3831 -1.894
Si -3.850 -3.365 -1.694 -0.0183 -1.0748 -0.2306 0.315
C -5.149 -2.480 -0.676 -0.4554 2.3913 -0.3822 -0.455
C -5.563 -1.086 -1.287 1.2342 -2.2586 -1.9123 0.115
C -5.320 -0.851 -2.783 -2.6924 0.6451 2.0412 -1.102
O -6.665 -1.054 -2.118 0.1447 1.1674 0.5528 -0.533
O -2.643 -2.438 -2.405 -0.0816 0.3180 1.3075 -1.020
Si -1.541 -1.550 -1.534 0.3525 -0.1588 -0.0214 -0.795
C -1.953 -1.118 0.235 -0.1625 0.6445 0.3030 -0.292
C -2.758 0.206 0.447 0.5110 0.0014 -0.4338 -0.760
P -2.024 1.351 1.665 -1.0586 -0.3491 1.8759 0.541
O -2.659 1.118 2.984 0.1964 0.1177 -0.5560 -0.892
O -0.438 1.106 1.746 -1.0346 1.0616 -0.9055 -0.117
C 0.194 2.019 2.678 1.1250 0.2742 0.7139 -0.447
C 1.689 2.061 2.393 -0.6748 -0.1407 -0.5811 -1.070
O -2.328 2.856 1.135 0.9051 -1.1002 0.0769 -0.343
C -3.711 3.213 1.187 -0.9744 0.7925 -0.9760 -0.330
C -4.083 3.935 -0.114 0.0556 -0.4452 0.4535 -1.098
C 0.178 -2.366 -1.713 -0.3732 -0.1156 -0.2235 0.145
Cl 0.849 -2.889 -0.114 -0.0750 0.0112 -0.1592 -0.104
C 0.224 -3.514 -2.740 1.3834 -0.0400 -0.4918 -0.367
C 1.477 -3.333 -3.644 -0.5770 0.6617 0.6360 -1.445
C -1.342 0.088 -2.570 0.6437 -1.0997 -0.0345 0.194
F -2.504 0.682 -2.881 -0.3240 0.4278 0.0369 -0.194
F -0.804 -0.343 -3.772 0.0328 -0.1369 -0.2268 -0.332
C -0.326 1.106 -2.003 -0.6639 0.8697 -0.6094 1.137
F -1.008 2.200 -1.608 -0.1216 0.2572 0.1334 -0.309
F 0.311 0.628 -0.932 0.2696 -0.5676 0.2778 -0.280
C 0.751 1.615 -2.993 0.4475 0.4986 1.0949 0.392
F 1.647 0.689 -3.285 0.0116 -0.5109 -0.3907 -0.242
F 0.227 2.145 -4.073 -0.3270 -0.1124 -0.6626 -0.241
F 1.419 2.594 -2.357 0.0893 0.1983 0.1051 -0.240
P -4.993 -4.274 -3.442 -1.5899 0.5361 0.1081 0.231
O -6.470 -4.297 -3.153 0.5804 -0.1540 0.0332 -0.647
H -2.656 -3.437 3.573 -0.1013 -0.1968 0.3061 0.350
H -1.465 -4.395 2.738 -0.0069 0.0136 0.0925 0.219
H -2.643 -5.242 3.709 -0.1536 0.1548 0.1719 0.342
H -3.970 -3.517 1.746 -0.2475 -0.1479 -0.3302 -0.146
H -4.114 -5.283 1.962 -0.2772 0.1276 -0.3877 0.684
H -1.972 -5.626 0.784 0.0317 0.0451 -0.0131 0.594
H -1.773 -3.924 0.482 0.0098 -0.0012 0.1461 -0.390
H -2.549 -5.469 -1.472 0.1955 0.2925 0.0090 0.453
H -5.313 -5.285 -0.226 -0.1881 -0.1454 -0.2130 0.376
H -4.740 -6.373 -1.540 -0.1951 0.1650 -0.0411 0.492
H -4.234 -6.608 0.121 0.0314 -0.0613 -0.0988 0.429
H -6.104 -3.004 -0.638 0.2599 -0.4946 0.2553 0.646
H -4.802 -2.175 0.313 -0.0081 -0.7393 0.2092 0.320
H -5.425 -0.219 -0.649 0.0244 0.0763 -0.0004 0.480
H -5.143 0.205 -2.954 0.0305 -0.1636 -0.8679 0.437
H -5.524 -1.589 -3.546 1.6563 -0.1404 -0.2816 0.342
H -0.990 -0.996 0.742 0.0665 -0.2148 -0.2043 1.087
H -2.457 -1.904 0.799 0.0695 -0.1642 -0.1896 -0.017
H -3.723 -0.047 0.882 -0.0120 0.1717 0.1241 0.848
H -2.974 0.765 -0.469 0.1368 -0.1093 -0.0218 0.406
H 0.017 1.673 3.696 -0.1599 -0.1900 -0.0880 0.245
H -0.205 3.033 2.612 -0.3057 -0.1495 -0.2651 0.333
H 1.840 2.481 1.395 0.1389 0.0638 0.0921 0.326
H 2.091 1.054 2.412 0.1459 -0.0040 0.0973 0.183
H 2.196 2.672 3.138 0.0130 -0.0107 0.0215 0.425
H -4.372 2.351 1.297 0.2494 -0.1916 0.1670 0.297
H -3.924 3.883 2.019 0.3714 -0.1736 0.2312 0.418
H -5.154 4.147 -0.092 0.0692 0.1902 0.0023 0.415
H -3.904 3.292 -0.978 0.1443 0.0861 -0.0059 0.166
H -3.515 4.859 -0.203 -0.0616 0.0234 -0.1712 0.315
H 0.888 -1.611 -2.056 -0.1041 0.1118 0.1194 0.467
H -0.642 -3.536 -3.399 -0.2402 -0.0704 0.2985 0.162
H 0.358 -4.469 -2.232 -0.5149 0.0106 0.1172 0.440
H 1.662 -4.199 -4.273 0.0687 0.0464 -0.0696 0.434
H 2.336 -3.106 -3.008 0.1340 -0.3583 -0.0920 0.310
H 1.320 -2.430 -4.241 0.0823 -0.2173 -0.2790 0.309
H -4.488 -5.565 -3.740 0.3688 0.2525 -0.2287 0.113
H -4.741 -3.455 -4.578 0.4734 -0.4494 -0.0734 0.103
C 4.980 -3.502 4.329 -0.1494 -0.0149 -0.0040 -0.773
C 4.258 -3.552 2.976 0.0627 0.0016 0.0044 -0.753
C 2.990 -2.699 3.099 0.0615 -0.2412 -0.2802 -0.181
S 3.350 -1.455 4.345 0.2820 -0.1389 -0.0132 0.995
O 2.484 -1.671 5.477 -0.0996 0.2086 -0.0641 -0.697
O 3.440 -0.155 3.713 -0.1062 -0.0767 0.2325 -0.492
C 4.989 -2.033 4.739 0.2357 -0.1953 -0.0391 -0.181
H 5.991 -3.902 4.262 0.0067 0.0255 0.0051 0.385
H 4.431 -4.094 5.065 0.0213 0.0025 0.0040 0.337
H 4.907 -3.134 2.204 0.0042 0.0208 0.0227 0.327
H 4.016 -4.573 2.683 -0.0200 0.0123 -0.0108 0.352
H 2.734 -2.202 2.166 -0.0799 0.0907 0.0759 0.003
H 2.140 -3.281 3.452 -0.0184 0.0774 0.0961 0.359
H 5.184 -1.877 5.798 -0.1113 0.1219 -0.0021 0.494
H 5.688 -1.450 4.134 -0.1304 -0.1178 0.1468 -0.096
C 7.652 2.419 1.402 -0.1034 -0.0145 0.0104 -0.565
C 6.363 3.049 1.948 0.0756 0.0083 0.0348 -0.722
C 5.782 2.080 2.986 -0.1525 0.2504 -0.3016 -0.226
S 7.181 1.181 3.662 -0.0663 0.3265 0.0115 1.215
O 7.057 -0.213 3.294 0.2036 0.0749 0.0238 -0.735
O 7.397 1.570 5.031 0.0122 -0.2761 0.0223 -0.740
C 8.427 1.932 2.622 0.1095 0.0913 -0.3123 -0.774
H 8.235 3.130 0.818 0.0066 -0.0101 -0.0005 0.366
H 7.405 1.574 0.756 0.0353 -0.0075 0.0065 0.288
H 6.598 4.003 2.424 0.0153 -0.0123 0.0012 0.332
H 5.643 3.248 1.156 -0.0144 -0.0054 0.0143 0.325
H 5.274 2.594 3.797 0.0020 -0.1429 0.0942 0.399
H 5.109 1.353 2.536 0.0233 -0.0892 0.1063 0.010
H 9.195 1.198 2.388 -0.0361 -0.0679 0.1218 0.403
H 8.858 2.764 3.178 -0.0223 -0.0266 0.0611 0.343
C 0.244 5.463 -3.904 -0.0537 0.0678 -0.0655 -0.302
C 0.494 6.657 -4.834 0.0036 -0.0100 0.0537 -0.831
C -0.508 7.754 -4.450 0.1821 -0.0619 -0.3453 -0.703
S -0.874 7.510 -2.707 0.1951 0.0000 0.0140 1.190
O -2.260 7.140 -2.574 -0.0152 0.0921 0.0838 -0.646
O -0.310 8.591 -1.940 -0.2003 -0.0063 0.0449 -0.686
C 0.130 6.045 -2.499 0.1305 -0.3076 -0.0911 -0.476
H 1.043 4.727 -3.964 -0.0033 0.0050 -0.0030 0.208
H -0.691 4.969 -4.179 0.0079 -0.0226 0.0331 0.256
H 1.513 7.023 -4.690 -0.0104 0.0019 0.0208 0.325
H 0.391 6.382 -5.882 -0.0029 0.0155 0.0018 0.383
H -0.102 8.752 -4.587 -0.0990 0.0514 0.0985 0.389
H -1.443 7.657 -4.999 -0.0561 -0.0036 0.1014 0.366
H -0.349 5.376 -1.787 -0.0683 0.1031 0.0543 0.141
H 1.101 6.362 -2.121 -0.0263 0.0534 0.0250 0.378

Entry 2:
111
Properties=species:S:1:pos:R:3:forces:R:3:mulliken_charge:R:1 method="wB97M-V/def2-TZVPD" e_lumo_ev=1.84 total_charge=-1 e_homo_ev=-6.617 relative_energy_kj_mol=41.5 homo_lumo_gap_ev=8.46
C -3.683 -3.615 3.176 -0.4736 -0.1660 0.2713 -0.867
C -4.858 -3.521 2.182 0.4332 0.1527 -0.3993 -0.581
C -4.948 -2.223 1.362 -0.2724 -0.5137 -0.0052 -0.895
I -6.594 -2.501 -0.035 0.2962 0.1374 0.1077 0.052
S -5.378 -0.742 2.322 -2.0162 1.7033 0.4485 1.091
O -6.611 -1.066 3.013 0.7951 -0.6805 0.4643 -0.705
O -5.594 0.352 1.393 1.0663 -0.4377 -0.3412 -0.537
N -4.254 -0.392 3.462 0.8037 -1.3466 -2.1638 -0.389
S -2.792 -0.011 2.896 -0.1301 2.4479 2.4262 0.823
O -1.903 0.017 4.041 -0.2170 -0.8250 -0.4216 -0.674
O -2.746 1.238 2.174 -0.2350 -0.7696 -0.7854 -0.483
N -2.172 -1.250 1.853 -0.1139 0.7220 -0.1230 -0.264
C -0.960 -1.255 1.774 0.3993 -0.8499 0.3511 0.409
S 0.588 -1.447 1.811 -0.3718 0.2654 -0.2573 -0.330
H -2.789 -3.998 2.682 -0.0178 0.0861 0.0706 0.271
H -3.446 -2.678 3.676 -0.0933 -0.0459 -0.0943 0.166
H -3.984 -4.311 3.966 0.2202 -0.0497 -0.1196 0.336
H -5.834 -3.699 2.635 0.1591 0.1546 0.2294 0.389
H -4.713 -4.321 1.448 -0.1728 0.0643 0.0529 0.417
H -4.088 -2.054 0.719 -0.0397 0.1555 0.2176 0.713
C 2.944 -0.340 -2.482 0.1544 -0.1652 -0.1033 -0.269
C 1.685 -0.344 -3.341 -0.0997 0.1862 0.0607 -0.242
C 1.087 -1.704 -3.009 -0.0423 -0.0647 -0.0060 -0.168
O 1.466 -2.000 -1.663 0.1534 0.0329 -0.0980 -0.432
C 2.469 -1.072 -1.235 -0.1605 0.1684 0.0790 -0.043
H 3.328 0.657 -2.267 -0.0426 0.0051 0.0368 0.365
H 3.734 -0.911 -2.978 0.0024 0.0381 -0.0210 -0.019
H 1.008 0.450 -3.016 -0.0309 -0.0300 -0.0054 0.040
H 1.878 -0.214 -4.405 0.0306 -0.0541 0.0008 0.349
H 1.494 -2.484 -3.656 -0.0630 0.0396 -0.1034 -0.059
H 0.000 -1.716 -3.093 -0.0038 -0.0129 0.1061 0.367
H 2.011 -0.382 -0.520 0.0865 0.0285 0.0307 -0.130
H 3.272 -1.612 -0.729 -0.0538 -0.0701 0.0170 0.285
C 0.757 3.635 2.108 -0.2331 -0.0878 -0.0282 -0.118
C 1.296 3.491 3.526 0.1660 0.1246 0.0041 -0.536
C 1.806 2.057 3.519 -0.1956 -0.2158 0.0070 -0.184
O 2.228 1.782 2.177 0.0096 0.1202 0.0633 -0.385
C 1.763 2.819 1.310 0.1376 0.0193 -0.0280 -0.394
H 0.684 4.667 1.767 0.0346 0.0000 0.0026 0.405
H -0.234 3.180 2.040 0.0100 -0.0103 -0.0019 -0.087
H 2.127 4.186 3.683 -0.0066 -0.0110 0.0166 0.294
H 0.551 3.672 4.299 -0.0236 -0.0301 -0.0143 0.271
H 1.009 1.352 3.779 -0.0141 0.0397 0.0485 0.047
H 2.644 1.902 4.200 0.0475 -0.0280 -0.0688 0.325
H 2.625 3.429 1.014 -0.0453 0.0456 -0.0534 0.304
H 1.329 2.374 0.413 0.0198 -0.0719 0.0211 0.135
C 4.667 -4.950 -4.233 0.0019 -0.0659 -0.1474 -0.654
C 6.099 -4.428 -4.257 0.0559 0.0165 0.1726 -0.613
C 5.962 -3.187 -5.125 -0.0721 -0.0013 -0.2345 -0.010
O 4.640 -2.682 -4.912 0.0373 -0.1006 0.0346 -0.491
C 3.866 -3.657 -4.203 0.0948 0.0776 0.1787 -0.168
H 4.450 -5.601 -3.387 -0.0069 0.0325 0.0169 0.361
H 4.456 -5.502 -5.152 -0.0048 -0.0011 0.0145 0.263
H 6.409 -4.148 -3.247 0.0051 -0.0023 -0.0117 0.282
H 6.823 -5.141 -4.650 -0.0138 0.0183 -0.0458 0.361
H 6.068 -3.433 -6.187 0.1211 -0.0331 0.0187 0.030
H 6.691 -2.414 -4.874 -0.0653 0.0575 0.0089 0.219
H 3.725 -3.299 -3.178 -0.0946 -0.1040 0.0211 0.116
H 2.888 -3.757 -4.673 0.0262 0.0586 -0.0585 0.236
C 9.627 -2.386 -8.686 0.1293 -0.0884 -0.0871 -0.546
C 8.363 -2.423 -9.536 -0.1116 0.1355 0.0573 -0.559
C 7.804 -3.797 -9.200 0.0477 -0.1678 -0.0322 -0.370
O 8.200 -4.083 -7.854 0.0803 0.1225 -0.0995 -0.398
C 9.180 -3.128 -7.436 -0.1406 0.0536 0.1447 -0.333
H 9.987 -1.380 -8.476 -0.0243 -0.0014 0.0192 0.330
H 10.428 -2.938 -9.185 0.0047 0.0124 0.0178 0.259
H 7.670 -1.645 -9.207 -0.0056 -0.0134 -0.0177 0.266
H 8.544 -2.288 -10.602 0.0099 -0.0276 0.0038 0.342
H 8.227 -4.570 -9.851 -0.0367 0.0316 -0.0640 0.282
H 6.717 -3.840 -9.273 -0.0004 -0.0406 0.0694 0.273
H 8.709 -2.447 -6.719 0.0698 0.0372 0.0121 0.170
H 9.999 -3.646 -6.936 -0.0497 -0.0639 0.0101 0.310
C -6.684 2.467 3.638 0.0419 -0.0840 0.1785 0.216
C -7.920 2.756 2.800 -0.0251 0.1355 -0.1281 -0.556
C -8.897 3.264 3.850 -0.0137 -0.1146 0.1031 -0.413
O -8.116 3.907 4.863 0.0245 -0.0140 -0.0615 -0.429
C -6.731 3.593 4.659 0.0079 0.1239 -0.1190 -0.438
H -5.761 2.449 3.064 -0.0085 -0.0456 -0.0093 -0.023
H -6.793 1.501 4.135 0.0502 -0.0199 -0.0426 0.018
H -7.703 3.547 2.076 -0.0258 -0.0119 -0.0051 0.276
H -8.290 1.889 2.256 0.0557 -0.0370 0.0325 0.291
H -9.444 2.436 4.315 -0.0340 -0.0221 -0.0763 0.254
H -9.622 3.975 3.447 0.0092 0.0487 0.0779 0.290
H -6.230 4.493 4.281 0.0592 -0.0267 0.0166 0.267
H -6.277 3.319 5.613 -0.0744 0.0304 0.0400 0.247
C -0.133 2.173 7.726 0.1308 -0.0688 -0.0442 -0.521
C -1.217 2.322 6.665 -0.0785 0.1959 0.0837 0.008
C -2.030 1.057 6.870 0.0394 -0.2615 0.0216 -0.223
O -1.926 0.729 8.271 0.1295 0.2007 0.0119 -0.455
C -0.904 1.523 8.868 -0.2022 0.0246 0.0036 -0.546
H 0.336 3.115 8.013 -0.0163 -0.0050 0.0181 0.388
H 0.648 1.498 7.367 -0.0088 0.0069 0.0130 0.237
H -1.828 3.204 6.880 0.0106 0.0004 -0.0231 0.299
H -0.835 2.412 5.649 -0.0286 -0.0860 -0.0198 -0.171
H -1.624 0.229 6.292 -0.0489 0.0240 -0.0557 0.151
H -3.079 1.182 6.602 -0.0166 -0.0762 0.0503 0.261
H -1.382 2.280 9.502 0.1038 0.0429 0.0379 0.281
H -0.274 0.891 9.497 -0.0437 -0.0327 0.0112 0.273
C -3.276 3.675 -2.509 -0.1517 -0.0136 -0.0284 -0.633
C -2.968 3.636 -1.017 0.1500 0.1001 -0.0152 -0.508
C -2.589 2.179 -0.814 -0.1274 -0.1855 -0.0268 0.299
O -1.998 1.738 -2.053 -0.0251 0.1734 -0.0475 -0.332
C -2.238 2.711 -3.067 0.1702 -0.0311 0.0922 -0.515
H -3.208 4.671 -2.948 0.0220 -0.0086 -0.0040 0.356
H -4.282 3.289 -2.691 0.0125 0.0006 -0.0066 0.274
H -2.113 4.283 -0.797 -0.0135 0.0027 0.0122 0.242
H -3.799 3.947 -0.387 -0.0100 -0.0534 0.0054 0.372
H -3.470 1.563 -0.615 0.0151 0.0231 0.1197 -0.015
H -1.881 2.036 -0.001 0.0185 -0.0950 -0.0368 -0.142
H -1.292 3.227 -3.278 -0.0425 0.0638 -0.0875 0.285
H -2.571 2.211 -3.979 0.0294 -0.0479 0.0145 0.307